# 1
This record from the OMol25 dataset describes a molecular structure, C6H13O3Yb in a non-equilibrium geometry. The level of theory is ωB97M-V/def2-TZVPD.

XYZ file:
```
23
Properties=species:S:1:pos:R:3:mulliken_charge:R:1
C -4.1855 0.3604 1.0099 -0.8250
H 0.4526 1.1051 -0.7027 0.4597
H -3.9430 -0.6977 0.8215 0.2646
C 2.1065 -0.1259 1.1170 -0.4196
O 4.0070 -1.5413 0.6478 -0.6719
H 3.5318 -0.8280 2.5405 0.3122
H -4.1735 1.1427 -1.0264 0.2639
H -5.2793 0.4695 1.0906 0.2780
O 1.6867 -0.5493 -0.1886 -0.2183
H 1.1951 0.7817 -3.1457 0.2733
H 0.4137 -0.7561 -2.7569 0.1868
C 3.0633 -1.2112 1.6132 -0.4463
Yb 3.5091 -1.5378 -1.2470 0.9725
H 2.6257 0.8395 1.0120 0.3504
H 1.2307 -0.0045 1.7704 0.3084
C 1.1465 0.3473 -1.0758 -0.4294
H -2.5532 1.0237 -0.2971 0.0329
C -3.6190 1.2571 -0.0818 -0.5307
C 1.2904 -0.1141 -2.4979 -0.2603
H 2.4578 -2.0929 1.9095 0.2476
H -3.7705 0.6106 1.9958 0.2619
H -3.6758 2.3167 0.2036 0.2674
O 2.4827 -0.7955 -2.7117 -0.6782
```

Values from the calculation:
Lowest unoccupied orbital energy (alpha / beta) (eV): -0.29 / -0.11
Electronic energy (a.u.): -1620.7034
2S+1: 2
E_HOMO (alpha / beta) (hartree): -0.2327 / -0.2211
Kohn-Sham gap (alpha / beta) (eV): 6.05 / 5.90

---

# 2
This record from the OMol25 dataset describes a molecular structure, C6H13O5V in a non-equilibrium geometry. The level of theory is ωB97M-V/def2-TZVPD.

XYZ file:
```
25
Properties=species:S:1:pos:R:3:mulliken_charge:R:1
H -0.1939 -2.0634 2.2042 0.2532
H 1.1280 -0.6629 -0.8717 0.2859
O 1.0006 4.0447 -1.3941 -0.7624
H -1.1801 -0.5865 -1.5973 0.3655
H 0.8336 0.4984 0.4552 0.2818
V -0.3794 2.7551 -1.3340 0.9353
O 1.0666 1.3647 -1.3985 -0.4210
O -1.4186 -3.3757 1.1535 -0.3149
C 0.5951 0.2603 -0.6001 -0.3557
H -1.6693 -1.3402 0.1909 -0.0541
O -3.2030 -2.0095 1.7440 -0.5309
H 3.1476 1.4511 -1.3289 0.2948
H 2.4227 3.3152 -2.7138 0.2483
H -1.1936 -3.1591 3.2170 0.2538
H 0.1956 -3.8103 2.3044 0.2497
H 3.0696 3.9942 -1.2066 0.3378
C -0.8851 0.1426 -0.8272 -0.2116
H -2.8605 -2.7728 -0.0797 0.2585
C 2.2219 3.4198 -1.6275 -0.2654
O -1.5548 1.3131 -0.8467 -0.8276
H -2.7882 -1.4604 2.4162 0.3268
C -0.6193 -3.0789 2.2799 -0.6316
H 2.2806 2.1025 0.1007 0.3234
C 2.2681 2.0254 -1.0004 -0.4310
C -2.2845 -2.3672 0.7605 0.3917
```

Values from the calculation:
Lowest unoccupied orbital energy (alpha / beta) (eV): 0.13 / -0.30
Electronic energy (a.u.): -1556.4728
2S+1: 5
E_HOMO (alpha / beta) (hartree): -0.2568 / -0.3528
Kohn-Sham gap (alpha / beta) (eV): 7.12 / 9.30

---

# 3
This record from the OMol25 dataset describes 3 unconnected molecules or ions with the total composition C6H13P in a non-equilibrium geometry. The level of theory is ωB97M-V/def2-TZVPD.

XYZ file:
```
20
Properties=species:S:1:pos:R:3:mulliken_charge:R:1
H 2.6914 1.2495 2.4387 0.2832
H -0.1591 -0.2814 -1.6130 0.3076
H -4.3357 0.6671 -0.5651 0.2190
H -0.2880 -1.0964 -0.0904 0.2619
C 2.0991 -2.2725 -1.7018 -0.8710
H -0.3507 0.7055 -0.2203 0.3354
C 1.5325 -0.3160 -0.2884 0.2229
H 1.5066 -1.6654 -2.4326 0.2369
H 2.8019 -2.9496 -2.2597 0.3092
C -3.8997 1.1420 0.3267 -0.4700
P 2.9313 -1.0943 -0.4980 -0.1212
H -3.0176 -0.5862 1.1969 0.2209
H 3.3908 1.9188 0.7822 0.3425
C 0.0880 -0.1969 -0.5487 -0.8656
C 2.5507 1.6428 1.4265 -0.9380
H 1.6211 2.2273 1.2691 0.2852
H -2.8872 1.0085 2.0936 0.2390
C -3.3293 0.4692 1.2702 -0.4698
H 1.3253 -2.6934 -1.0043 0.2095
H -4.2712 2.1214 0.4183 0.2625
```

Values from the calculation:
Lowest unoccupied orbital energy (alpha / beta) (eV): 0.51 / 0.56
Electronic energy (a.u.): -577.5167
E_HOMO (alpha / beta) (hartree): -0.3088 / -0.2846
Kohn-Sham gap (alpha / beta) (eV): 8.91 / 8.31

---

# 4
This record from the OMol25 dataset describes 2 unconnected molecules or ions with the total composition C6H13P in a non-equilibrium geometry. The level of theory is ωB97M-V/def2-TZVPD.

XYZ file:
```
20
Properties=species:S:1:pos:R:3:mulliken_charge:R:1
H -2.1252 1.4522 1.3663 0.4301
H -0.7525 -2.7260 -0.3926 0.2447
P 3.4564 0.9377 -0.2241 -0.0808
C -1.0893 -0.7889 0.6254 -0.4038
H 0.1330 0.9482 -1.0634 0.2594
C 3.8270 -0.4876 0.5282 -0.4938
C -0.8261 -2.0988 0.5379 -0.8316
H -0.5854 -0.4842 -1.9582 0.4483
H 3.6795 1.8660 0.8832 0.0125
H -2.6799 -0.4855 -0.7835 0.3500
H 4.3063 -0.5849 1.4519 0.2854
H -1.1786 1.1119 -2.1955 0.3193
H -3.1239 1.6079 -0.0605 0.2873
H 3.8763 -1.2763 -0.1107 0.2865
C -2.1113 1.3572 0.2961 -1.4356
C -1.7927 0.0756 -0.3426 0.8538
C -0.7432 0.4008 -1.4109 -1.4301
H -0.8468 -0.3878 1.5650 0.3001
H -0.1627 -2.4685 1.2914 0.2939
H -1.2608 2.0309 -0.0033 0.3044
```

Values from the calculation:
Lowest unoccupied orbital energy (eV): 0.11
Electronic energy (a.u.): -577.6304
E_HOMO (hartree): -0.3454
Kohn-Sham gap (eV): 9.51

---

# 5
This record from the OMol25 dataset describes 2 unconnected molecules or ions with the total composition C6H14 in a non-equilibrium geometry. The level of theory is ωB97M-V/def2-TZVPD.

XYZ file:
```
20
Properties=species:S:1:pos:R:3:mulliken_charge:R:1
H -2.6061 -1.4459 -4.8665 0.2976
H 1.5440 1.2202 3.3168 0.7633
H 1.3274 -0.5490 6.0948 1.0394
H -1.0714 -1.7294 -3.0205 0.3178
H -3.4632 -0.1195 -4.2518 0.2656
H 2.0699 -1.0218 4.5633 0.9472
C -1.2944 0.3433 -5.0247 -1.2875
H 2.9806 1.2987 6.0920 0.8624
C 2.5562 0.9531 5.1642 -1.7915
H 2.9547 -0.8719 6.0973 0.7113
H -1.8943 -0.2259 -2.0888 0.3082
C 2.2060 1.5542 4.0238 -0.2109
H -0.6604 0.7403 -4.3435 0.4161
C -2.3734 -0.5680 -4.3482 -0.4417
C -1.8947 -0.9903 -2.9350 -1.0325
H 2.5618 2.5446 3.8403 0.4624
C 2.1072 -0.4287 5.4563 -3.6997
H -1.6437 1.2467 -5.4471 0.4295
H -0.6302 -0.2353 -5.6677 0.3353
H -2.7762 -1.7154 -2.6548 0.3077
```

Values from the calculation:
Lowest unoccupied orbital energy (alpha / beta) (eV): 2.79 / 2.73
Electronic energy (a.u.): -236.8466
2S+1: 2
E_HOMO (alpha / beta) (hartree): 0.0596 / -0.2046
Kohn-Sham gap (alpha / beta) (eV): 1.17 / 8.30
Total charge: -1

---

# 6
This record from the OMol25 dataset describes 2 unconnected molecules or ions with the total composition C6H14. The level of theory is ωB97M-V/def2-TZVPD.

XYZ file:
```
20
Properties=species:S:1:pos:R:3:mulliken_charge:R:1
H 0.7662 -0.5666 1.9133 0.2544
H 0.0443 -1.1822 -0.3526 -0.0504
H 0.6693 1.3020 -3.1862 0.3423
C -1.7344 -0.6284 0.7317 -1.1024
H -0.9094 -2.5483 0.2514 0.3120
H -0.1809 0.0886 -2.2026 0.2125
H 1.1316 2.8314 0.6166 0.2604
H 2.0307 1.3243 0.0858 0.2235
H -2.5391 -0.6852 -0.0083 0.3164
C 0.6047 0.8482 -2.1946 -1.0848
C 0.3653 -1.5643 1.7192 -1.2590
C -0.5406 -1.5508 0.4992 0.1941
H -0.3736 2.6143 -1.3358 0.3289
C 0.4084 1.8899 -1.1284 0.1531
H 1.5405 0.3107 -2.0264 0.3195
H 1.2433 -2.2013 1.6093 0.3419
H -2.1227 -0.8266 1.7383 0.3779
H -1.4467 0.4216 0.7609 0.2342
C 1.2236 2.0234 -0.0974 -0.7497
H -0.1804 -1.9007 2.6066 0.3753
```

Values from the calculation:
Lowest unoccupied orbital energy (eV): 1.21
Electronic energy (a.u.): -236.9707
E_HOMO (hartree): -0.3580
Kohn-Sham gap (eV): 10.95

---

# 7
This record from the OMol25 dataset describes a single C6H14 molecule. The level of theory is ωB97M-V/def2-TZVPD.

XYZ file:
```
20
Properties=species:S:1:pos:R:3:mulliken_charge:R:1
H 3.4928 1.0826 -0.1534 0.3003
C 1.8895 -0.4025 -0.1705 -0.3708
C -0.6407 -0.2793 -0.2619 -0.6580
H 0.6085 0.3979 1.3655 0.3214
H 3.1180 0.4127 1.4388 0.3192
H -0.6019 -0.3094 -1.3610 0.3176
H -0.6764 -1.3283 0.0690 0.3142
H -3.2609 -1.2705 -0.0510 0.3112
C -1.9199 0.4289 0.1795 -0.3352
H -1.8805 1.4800 -0.1377 0.3057
C 0.6417 0.3624 0.2662 -0.5967
H -1.9655 0.4405 1.2773 0.2998
H 1.7880 -1.4467 0.1515 0.3219
C -3.1815 -0.2267 -0.3782 -1.2425
H -4.0851 0.2970 -0.0482 0.3652
H 1.9339 -0.4271 -1.2681 0.2858
C 3.1994 0.1671 0.3727 -1.2245
H -3.1742 -0.2244 -1.4748 0.3133
H 4.0091 -0.5606 0.2584 0.3564
H 0.7057 1.4065 -0.0740 0.2959
```

Values from the calculation:
Lowest unoccupied orbital energy (eV): 1.28
Electronic energy (a.u.): -237.0086
E_HOMO (hartree): -0.4031
Kohn-Sham gap (eV): 12.25

---

# 8
This record from the OMol25 dataset describes a single C6H14 molecule. The level of theory is ωB97M-V/def2-TZVPD.

XYZ file:
```
20
Properties=species:S:1:pos:R:3:mulliken_charge:R:1
H 0.9976 -0.6477 -1.5688 0.3068
C -0.0489 1.5174 0.0169 -1.5275
H -3.3745 -0.9366 0.3136 0.3693
C 1.2039 -0.6692 -0.4887 -0.6133
H 2.8635 -0.1358 0.8349 0.3032
H 0.8690 2.0170 0.3441 0.4021
H -0.8706 1.9719 0.5839 0.4058
H -1.4579 -0.4744 -1.2626 0.3196
C 0.0222 -0.0004 0.2351 0.6899
H 2.6868 0.9449 -0.5567 0.3173
H 1.2304 -1.7375 -0.2195 0.3312
H -0.2111 1.7677 -1.0405 0.2936
H -2.3277 -0.5516 1.6884 0.3062
C -2.5062 -0.3460 0.6262 -1.2308
C 2.5932 -0.0951 -0.2279 -1.2904
H -1.1042 -1.7840 -0.1460 0.3540
H -2.7758 0.7116 0.5302 0.2975
C -1.2733 -0.7003 -0.2012 -0.6036
H 0.1487 -0.1699 1.3177 0.1833
H 3.3351 -0.6819 -0.7791 0.3861
```

Values from the calculation:
Lowest unoccupied orbital energy (eV): 1.22
Electronic energy (a.u.): -237.0088
E_HOMO (hartree): -0.4019
Kohn-Sham gap (eV): 12.16

---

# 9
This record from the OMol25 dataset describes a molecular structure, C6H14B2F8LiO2 in a non-equilibrium geometry. The level of theory is ωB97M-V/def2-TZVPD.

XYZ file:
```
33
Properties=species:S:1:pos:R:3:mulliken_charge:R:1
O 0.0275 0.3442 -0.3998 0.5682
H 2.3459 1.9481 -1.9947 0.4332
O -0.5435 -1.0701 0.4565 -0.9452
B -2.5141 -1.3503 -0.1019 -0.1481
F -1.6641 2.1926 2.8075 -0.4090
C 1.5990 -1.0613 1.7134 -1.0474
B -0.7841 1.9666 1.7843 0.4777
H 0.0481 1.1177 -3.2983 0.2451
F -1.3660 1.9484 0.5543 -0.2307
C -0.1854 -0.1178 -1.7182 -0.6314
C 0.5180 -1.9370 0.9902 -0.8311
H -1.2817 -1.6364 0.2197 1.3516
H 1.5006 0.0435 -3.0072 0.3421
H 2.3115 -0.6973 0.9732 0.3563
Li -0.8510 0.4419 0.5909 0.7211
F 0.2335 2.9169 1.8655 -0.3904
F -3.8569 -1.5045 -0.2079 -0.4523
F -0.1822 0.7357 1.9951 -0.2978
H 0.1319 -2.7726 1.5739 0.4948
F -1.8639 -2.4216 0.5137 -0.3465
C 1.3829 1.5864 -1.6342 -1.2439
F -2.0733 -1.0872 -1.3887 -0.2925
H 2.0241 0.1554 -0.2069 0.0083
H 0.0423 -1.1666 -1.9088 0.0155
H -1.2397 0.1082 -1.8773 0.4684
C 0.6979 0.6356 -2.5679 -0.3965
H 1.1216 -0.2002 2.1812 0.1914
C 1.2832 0.9512 -0.2834 -0.2529
H 2.1477 -1.5489 2.5192 0.4121
H 1.3459 1.4807 0.6673 0.4771
H 0.8718 2.5422 -1.5183 0.3226
F -2.2908 -0.2568 0.5940 -0.1890
H 1.0631 -2.2868 0.1135 0.2194
```

Values from the calculation:
Lowest unoccupied orbital energy (eV): 2.99
Electronic energy (a.u.): -1243.7140
E_HOMO (hartree): -0.1414
Kohn-Sham gap (eV): 6.83
Total charge: -1

---

# 10
This record from the OMol25 dataset describes a gas-phase ion, C6H14BN2O3 (charge +1) in a non-equilibrium geometry. The level of theory is ωB97M-V/def2-TZVPD.

XYZ file:
```
26
Properties=species:S:1:pos:R:3:mulliken_charge:R:1
C 1.4248 -0.6434 0.3661 -0.1843
H 2.4271 2.2006 -1.3388 0.3013
C 1.6888 -0.5458 1.9064 -1.3921
H -0.1868 -1.3911 -1.9985 0.3288
O 3.6695 -0.2612 -0.6826 -0.5079
H -0.6582 -2.3671 -0.5737 0.3666
H -3.8450 1.3240 0.0269 0.2549
H -2.7784 -1.3006 -0.3915 0.3576
H 4.4772 0.0683 -1.1995 0.3414
H -3.0858 0.5270 1.3093 0.2901
H 1.6565 -1.7333 0.1336 0.3042
O 1.9291 1.5172 -0.9735 -0.5494
C -0.7129 -1.3439 -1.0234 -0.5235
C -1.9790 0.6906 -0.5207 0.2575
H 0.8109 -1.0393 2.3422 0.3405
H 1.8708 0.5584 2.2432 0.2435
C -0.6793 0.5399 0.2377 0.2361
O -0.3706 1.4118 1.2165 -0.4601
N -2.9793 1.2255 0.4109 -0.7559
H -1.9195 1.3174 -1.5305 0.3475
B 2.4978 0.3353 -0.5750 0.6629
H -1.1310 1.9654 1.5536 0.4189
H 2.5498 -1.0262 2.1782 0.5125
C -2.1718 -0.7609 -1.0204 -0.8268
H -2.5856 -0.8195 -2.0295 0.3253
N 0.0808 -0.4489 -0.0669 0.3105
```

Values from the calculation:
Lowest unoccupied orbital energy (eV): -2.94
Electronic energy (a.u.): -596.9475
E_HOMO (hartree): -0.5031
Kohn-Sham gap (eV): 10.75
Total charge: +1

---

# 11
This record from the OMol25 dataset describes 2 unconnected molecules or ions with the total composition C6H14Br2Si in a non-equilibrium geometry. The level of theory is ωB97M-V/def2-TZVPD.

XYZ file:
```
23
Properties=species:S:1:pos:R:3:mulliken_charge:R:1
H -5.1445 1.3283 -0.6222 0.4343
C -0.0572 0.1794 0.1232 -0.3248
H 1.0434 -0.2053 0.0755 -0.2419
Br 3.5741 1.5082 -0.8092 -0.1531
H 4.7240 0.1349 1.0339 0.3814
H 5.9639 -0.0534 -1.8714 -0.1091
H -0.1424 0.9637 -0.6309 0.2393
C -3.0777 0.9487 0.0412 -0.5887
H -2.8633 -1.0517 0.5332 0.1951
H -0.8346 -1.1348 1.5488 0.2488
C -1.0178 -0.2659 0.9063 -0.1947
H -4.9996 0.6618 0.9978 0.3534
C -2.4308 -0.0948 0.9216 -0.2207
H -2.9399 1.9357 0.5485 0.3144
C 4.2270 -0.0798 0.0907 -0.5132
Br -4.8247 -1.1042 -0.8610 -0.1790
H -2.8459 -0.0489 1.9150 0.2941
H 6.2282 -1.7804 -0.2755 -0.1230
C -4.6085 0.6140 -0.0414 -0.6607
H 3.2488 -0.5951 0.3184 0.0901
Si 5.3374 -1.1054 -1.0850 0.5113
H -2.8466 0.9661 -1.0110 0.3372
H 4.2866 -1.7211 -1.8465 -0.0906
```

Values from the calculation:
Lowest unoccupied orbital energy (eV): 0.80
Electronic energy (a.u.): -5674.4383
E_HOMO (hartree): -0.3434
Kohn-Sham gap (eV): 10.14

---

# 12
This record from the OMol25 dataset describes a single C6H14BrNO2 molecule. The level of theory is ωB97M-V/def2-TZVPD.

XYZ file:
```
24
Properties=species:S:1:pos:R:3:mulliken_charge:R:1
H 2.8388 -2.3283 0.0909 0.3052
H 1.0220 0.7869 0.9376 0.3979
O -1.3310 1.4645 0.4716 -0.3764
H 1.7553 -1.3017 0.9971 0.1913
H 1.6185 2.1248 -0.0434 0.3064
C 2.9111 -0.2432 -0.4850 -0.3798
H -0.6207 0.7264 -1.3266 0.1408
H -4.0484 -0.4108 -1.3123 0.2843
H -0.3803 2.4260 -1.0424 0.3553
C 2.7401 -1.3565 0.5538 -0.8425
H 3.5488 0.5595 -0.1149 0.3298
H -2.4622 -0.3609 -1.6539 0.2516
H -1.8902 0.3262 2.0215 0.3156
Br -2.6494 -2.4298 0.4311 -0.2329
C -1.6523 0.1966 0.9702 -0.3559
H -0.8273 -0.5071 0.9199 0.0691
N -3.1670 -0.0024 -1.0176 -0.5568
C -2.8983 -0.4402 0.3079 -0.0881
C -0.3622 1.4556 -0.5634 -0.3114
C 1.0640 1.1858 -0.0741 -0.5152
H 3.4057 -0.6612 -1.3545 0.3189
H -3.7725 -0.2580 0.9137 0.4682
O 1.6838 0.2830 -0.9675 -0.3568
H 3.4736 -1.2353 1.3403 0.2813
```

Values from the calculation:
Lowest unoccupied orbital energy (eV): 0.91
Electronic energy (a.u.): -3016.2214
E_HOMO (hartree): -0.3587
Kohn-Sham gap (eV): 10.67

---

Which of these has the highest electronic energy?
number 5

---

Copy entry 11 word for word.
This record from the OMol25 dataset describes 2 unconnected molecules or ions with the total composition C6H14Br2Si in a non-equilibrium geometry. The level of theory is ωB97M-V/def2-TZVPD.

XYZ file:
```
23
Properties=species:S:1:pos:R:3:mulliken_charge:R:1
H -5.1445 1.3283 -0.6222 0.4343
C -0.0572 0.1794 0.1232 -0.3248
H 1.0434 -0.2053 0.0755 -0.2419
Br 3.5741 1.5082 -0.8092 -0.1531
H 4.7240 0.1349 1.0339 0.3814
H 5.9639 -0.0534 -1.8714 -0.1091
H -0.1424 0.9637 -0.6309 0.2393
C -3.0777 0.9487 0.0412 -0.5887
H -2.8633 -1.0517 0.5332 0.1951
H -0.8346 -1.1348 1.5488 0.2488
C -1.0178 -0.2659 0.9063 -0.1947
H -4.9996 0.6618 0.9978 0.3534
C -2.4308 -0.0948 0.9216 -0.2207
H -2.9399 1.9357 0.5485 0.3144
C 4.2270 -0.0798 0.0907 -0.5132
Br -4.8247 -1.1042 -0.8610 -0.1790
H -2.8459 -0.0489 1.9150 0.2941
H 6.2282 -1.7804 -0.2755 -0.1230
C -4.6085 0.6140 -0.0414 -0.6607
H 3.2488 -0.5951 0.3184 0.0901
Si 5.3374 -1.1054 -1.0850 0.5113
H -2.8466 0.9661 -1.0110 0.3372
H 4.2866 -1.7211 -1.8465 -0.0906
```

Values from the calculation:
Lowest unoccupied orbital energy (eV): 0.80
Electronic energy (a.u.): -5674.4383
E_HOMO (hartree): -0.3434
Kohn-Sham gap (eV): 10.14